Model w:
A single HO3PS2 molecule. Source: OMol25; level of theory: ωB97M-V/def2-TZVPD.

```
7
Properties=species:S:1:pos:R:3
O 0.90195 0.50969 1.22942
O 1.10423 0.65778 -1.17929
O -1.28964 0.55432 -0.01698
P 0.08174 -0.31914 0.05153
S -0.77149 -2.75241 0.24338
S 2.05378 1.15756 0.13568
H -2.08057 0.19221 -0.46375
```

Output
* HOMO energy (alpha / beta): -9.27 / -9.28 eV
* frontier orbital gap (alpha / beta): 7.04 / 7.05 eV
* E_LUMO (alpha / beta): -0.082 / -0.082 hartree

=====

Model x:
2 unconnected molecules or ions with the total composition HO3PS2. Source: OMol25; level of theory: ωB97M-V/def2-TZVPD.

```
7
Properties=species:S:1:pos:R:3
O 1.15177 0.11423 1.13362
O 0.90513 0.21272 -1.20106
O -2.18106 0.49392 0.29452
P 0.11733 -0.70480 0.06316
S 0.43514 -2.66445 -0.02338
S 1.49737 1.28064 -0.02509
H -1.92567 1.26773 -0.24178
```

Output
* HOMO energy (alpha / beta): -9.81 / -9.81 eV
* frontier orbital gap (alpha / beta): 6.71 / 6.71 eV
* E_LUMO (alpha / beta): -0.114 / -0.114 hartree

=====

Stability check: which of them is most stable? model w.

=====

Model w:
2 unconnected molecules or ions with the total composition C4H12NPS. Source: OMol25; level of theory: ωB97M-V/def2-TZVPD.

```
19
Properties=species:S:1:pos:R:3
C -0.44334 1.02448 -2.55652
C 0.99761 -2.51903 1.21487
C -1.15375 -0.51465 1.26237
C -0.41355 2.17622 -1.58340
N 0.31939 2.28915 -0.55516
P 0.59827 -0.84990 0.64346
S 1.71720 0.28461 2.11863
H -1.42035 1.05922 -2.80209
H 0.09869 1.31131 -3.48678
H -0.12440 -0.01175 -2.25307
H 0.48947 -2.98896 2.03832
H 0.98220 -3.13755 0.39584
H 2.05644 -2.45269 1.54568
H -1.02029 -0.90060 2.37513
H -1.42069 0.59094 1.22136
H -1.87964 -1.07716 0.59943
H 0.93109 1.39929 1.98724
H -1.06139 2.97609 -1.84185
H 0.74704 1.34099 -0.32346
```

Output
* HOMO energy: -8.32 eV
* frontier orbital gap: 9.17 eV
* E_LUMO: 0.031 hartree

=====

Model x:
A molecular structure, C4H12NPS. Source: OMol25; level of theory: ωB97M-V/def2-TZVPD.

```
19
Properties=species:S:1:pos:R:3
C 1.55068 0.63286 -0.45946
C 0.08702 2.06715 0.69439
C -0.14951 -1.93522 1.47518
C -1.01819 -1.16854 -1.72329
N 0.15488 0.89136 -0.20030
P -1.03101 -0.31418 -0.08392
S -2.75064 0.43424 0.32585
H 2.18145 0.96256 0.33058
H 1.82579 -0.41952 -0.86449
H 1.71067 1.41810 -1.15578
H -1.00585 2.42247 0.52014
H 0.17501 1.96604 1.82787
H 0.63260 2.90090 0.22226
H 0.71969 -2.46313 0.92770
H 0.38968 -1.14320 2.17714
H -0.73026 -2.65265 2.09008
H -1.02746 -0.26481 -2.47934
H 0.02907 -1.47178 -1.77380
H -1.74359 -1.86267 -1.85078
```

Output
* HOMO energy: -8.33 eV
* frontier orbital gap: 8.87 eV
* E_LUMO: 0.020 hartree

=====

Stability check: which of them is most stable? model w.

=====

Model w:
A single C20H23ClN2O5 molecule. Source: OMol25; level of theory: ωB97M-V/def2-TZVPD.

```
51
Properties=species:S:1:pos:R:3
C 5.43102 1.09705 -0.68234
H 4.91821 2.05021 -0.58229
H 5.95109 0.88923 0.24978
H 6.16694 1.17832 -1.47835
C 4.44007 -0.02748 -0.99400
C 3.41839 -0.14351 0.09629
C 3.51894 -1.10885 1.03970
C 2.58634 -1.23921 2.13716
O 2.60744 -2.10596 2.97685
O 1.59298 -0.29430 2.21311
C 1.44947 0.66694 1.27695
C 0.35936 1.51897 1.43131
C 0.08193 2.47612 0.47107
C 0.96667 2.60767 -0.61821
C 2.06030 1.79394 -0.75444
C 2.32509 0.79008 0.18640
H 2.69857 1.92183 -1.61236
Cl 0.62678 3.80726 -1.80252
O -0.99418 3.28861 0.46266
C -1.88151 3.28907 1.55633
H -1.35052 3.46975 2.49977
H -2.54843 4.13841 1.37963
C -2.76375 2.04832 1.75601
O -3.50745 1.99687 2.71516
N -2.66789 1.08769 0.82431
H -1.95846 1.12844 0.09909
C -3.34035 -0.18051 0.99124
C -4.17282 -0.57276 -0.22939
H -4.93828 0.18226 -0.40957
H -4.67277 -1.51776 -0.01001
C -3.32476 -0.71390 -1.50096
N -2.17410 -1.56050 -1.31375
C -0.93886 -1.07627 -1.10222
O -0.66219 0.10765 -1.02090
C 0.01821 -2.24758 -1.00228
H 0.56977 -2.31751 -1.94210
C -0.89866 -3.45105 -0.78115
H -1.00471 -3.64307 0.28673
H -0.52618 -4.35623 -1.25510
C -2.24179 -3.00293 -1.37113
H -2.35732 -3.33127 -2.41240
H -3.09443 -3.37300 -0.79741
H 0.73917 -2.09859 -0.20073
H -3.93698 -1.12104 -2.31122
H -2.94950 0.26683 -1.80519
H -3.98838 -0.07879 1.86528
H -2.59578 -0.95920 1.19637
H -0.28085 1.36554 2.28478
H 4.30996 -1.84219 1.01910
H 3.94956 0.16581 -1.94882
H 4.98460 -0.96939 -1.07624
```

Output
* HOMO energy: -8.31 eV
* frontier orbital gap: 8.43 eV
* E_LUMO: 0.004 hartree

=====

Model x:
A single C20H23ClN2O5 molecule. Source: OMol25; level of theory: ωB97M-V/def2-TZVPD.

```
51
Properties=species:S:1:pos:R:3
C 4.40029 3.32615 0.94726
C 3.13730 4.17168 0.88329
H 3.37043 5.23655 0.80988
H 2.50773 3.86824 0.04079
O 2.38987 4.01747 2.09491
C 1.39594 3.14165 2.09088
O 0.95340 2.57783 1.12460
C 0.82669 2.98355 3.49880
O -0.06320 1.89271 3.58905
C 0.31193 0.70018 3.05682
C -0.67041 -0.21984 2.89352
O -0.48277 -1.46517 2.42676
C 0.75181 -1.82809 2.05412
C 1.80722 -0.99135 2.16199
C 1.69745 0.34435 2.70702
O 2.66462 1.08456 2.85707
H 2.79044 -1.31376 1.85913
C 0.82125 -3.21218 1.45146
N 0.38874 -3.28361 0.06956
C -1.03241 -3.07074 -0.13509
C -1.35680 -3.48100 -1.57576
N -0.60684 -2.69783 -2.53069
C -1.11030 -1.51627 -3.04362
C -2.31995 -0.96540 -2.60510
C -2.83071 0.16842 -3.20817
C -2.17506 0.80701 -4.24409
C -0.97515 0.26712 -4.67827
C -0.45319 -0.87052 -4.10107
H 0.46533 -1.27711 -4.49381
H -0.44536 0.73961 -5.49188
H -2.58864 1.69284 -4.69689
Cl -4.33492 0.80537 -2.63064
H -2.87288 -1.39958 -1.78896
C 0.81049 -2.85489 -2.28663
H 1.39222 -2.24541 -2.97412
C 1.15936 -2.46062 -0.84407
H 2.22147 -2.63850 -0.66439
H 0.95606 -1.38411 -0.70857
H 1.06813 -3.90792 -2.43916
H -2.42366 -3.40696 -1.77955
H -1.05430 -4.52548 -1.70840
H -1.58775 -3.69799 0.56506
H -1.32340 -2.01952 0.02386
H 1.85249 -3.56913 1.49918
H 0.18358 -3.88536 2.03055
H -1.69886 -0.01410 3.14702
H 0.22747 3.86387 3.74890
H 1.65754 2.89659 4.20612
H 5.05161 3.68311 1.74050
H 4.92792 3.37427 -0.00102
H 4.13197 2.29471 1.16283
```

Output
* HOMO energy: -7.81 eV
* frontier orbital gap: 8.39 eV
* E_LUMO: 0.021 hartree

=====

Stability check: which of them is most stable? model w.

=====

Model w:
A single C4H7NOS2 molecule. Source: OMol25; level of theory: ωB97M-V/def2-TZVPD.

```
15
Properties=species:S:1:pos:R:3
C -0.99829 -0.58956 0.16659
C 1.47702 0.10909 0.91978
C -2.43226 -0.99139 -0.16143
C 2.14394 0.70543 -0.25615
N -0.60341 0.41107 0.76335
O 1.15924 -2.01917 2.63898
S -0.14364 -2.19113 -0.02097
S 1.48699 -1.70864 1.26943
H 1.49815 0.64405 1.87433
H -2.38923 -1.88036 -0.89537
H -3.01884 -0.09668 -0.64853
H -2.98405 -1.33712 0.72083
H 3.06410 0.94828 0.06394
H 1.76822 1.69054 -0.40720
H 2.12748 -0.01447 -1.02829
```

Output
* HOMO energy: -9.00 eV
* frontier orbital gap: 8.67 eV
* E_LUMO: -0.012 hartree

=====

Model x:
A single C4H7NOS2 molecule. Source: OMol25; level of theory: ωB97M-V/def2-TZVPD.

```
15
Properties=species:S:1:pos:R:3
C 0.77405 1.39509 0.27803
C -0.76544 -0.37922 -0.78923
C -1.95279 -0.50611 0.21056
C 1.64160 -0.88590 -0.21691
H 1.77612 1.81329 -0.19370
H -0.17115 2.08176 -0.05603
H 0.90575 1.69447 1.53211
H -0.94988 0.36667 -1.56007
H -0.85343 -1.31265 -1.40587
H -0.53466 -0.72925 1.38645
H 1.25954 -1.95158 -0.26469
N 0.61898 -0.06671 -0.16528
O -1.48501 -0.79953 1.36201
S -3.48955 -0.20802 -0.17990
S 3.22587 -0.51230 0.06252
```

Output
* HOMO energy: -8.84 eV
* frontier orbital gap: 9.01 eV
* E_LUMO: 0.006 hartree

=====

Stability check: which of them is most stable? model x.